# 1
6 unconnected molecules or ions with the total composition C27H54BO9S. Source: the Open Molecules 2025 dataset; level of theory: ωB97M-V with the def2-TZVPD basis set.

HOMO-LUMO gap = 6.808 eV
E_LUMO = 2.3 eV
M = 565.60 g/mol
charge = -1
2S+1 = 1
HOMO = -4.5 eV

Last column: Mulliken charge in e.
Positions of all 92 atoms, in Å:
O (-0.551952, 1.083575, 1.478241)  -0.499
C (-1.504538, 0.573988, 2.307990)  0.038
C (-2.683616, -0.477336, 1.760410)  -0.202
C (-2.121638, -1.992637, 2.034807)  0.231
C (-3.097393, -3.292551, 1.821317)  -0.428
O (-2.029253, -4.266055, 1.417787)  -0.478
B (-0.776928, -3.633406, 0.870411)  0.644
S (0.715981, -3.614364, 2.071272)  -0.418
C (-0.385950, -4.004107, -0.686293)  0.052
C (-0.892458, -2.915268, -1.804427)  -0.546
C (-2.530871, -2.765306, -1.921198)  0.693
O (-3.188287, -3.848393, -2.675504)  -0.587
O (-1.163946, -2.179566, 0.933885)  -0.666
H (-1.498609, 0.834472, 3.471717)  0.246
H (-2.819108, -0.368611, 0.584788)  -0.048
H (-3.645603, -0.210915, 2.371568)  0.344
H (-1.735136, -2.001183, 3.152510)  0.092
H (-3.387872, -3.638271, 2.925751)  0.276
H (-4.014819, -3.235259, 1.096025)  0.180
H (1.075449, -4.923361, 2.428345)  -0.004
H (0.801587, -4.085290, -0.751459)  -0.406
H (-0.836475, -5.059001, -1.011274)  0.141
H (-0.338593, -1.864553, -1.684684)  0.134
H (-0.527949, -3.320398, -2.866365)  0.397
H (-3.069565, -2.594426, -0.880447)  -0.375
H (-2.721524, -1.767457, -2.545778)  -0.109
H (-2.783431, -4.742960, -2.474774)  0.335
C (-6.139142, 1.525647, -2.920410)  -0.564
C (-5.529170, 1.940193, -4.234495)  -0.555
C (-4.079044, 1.550514, -4.047616)  -0.093
O (-4.062723, 0.416278, -3.169909)  -0.338
C (-5.369215, 0.263679, -2.598051)  -0.391
H (-7.219214, 1.365527, -2.968248)  0.337
H (-5.938584, 2.290271, -2.160501)  0.266
H (-5.971235, 1.354979, -5.049468)  0.283
H (-5.659730, 3.000533, -4.465030)  0.325
H (-3.510485, 2.353469, -3.566609)  -0.064
H (-3.589236, 1.292981, -4.991135)  0.310
H (-5.835203, -0.613859, -3.059372)  0.305
H (-5.282677, 0.087842, -1.522280)  0.206
C (2.449613, 2.633433, 1.434889)  -0.336
C (3.059585, 3.047979, 0.120804)  -0.575
C (4.509711, 2.658300, 0.307683)  -0.499
O (4.526033, 1.524064, 1.185390)  -0.452
C (3.219540, 1.371465, 1.757248)  0.264
H (1.369541, 2.473313, 1.387051)  0.242
H (2.650172, 3.398057, 2.194798)  0.265
H (2.617521, 2.462765, -0.694170)  0.266
H (2.929025, 4.108319, -0.109731)  0.357
H (5.078270, 3.461255, 0.788689)  0.270
H (4.999519, 2.400767, -0.635836)  0.283
H (2.753552, 0.493927, 1.295927)  0.181
H (3.306078, 1.195628, 2.833018)  -0.242
C (5.607692, -4.245535, -0.482114)  -0.493
C (5.178771, -5.261888, 0.544427)  -0.555
C (3.699181, -4.973788, 0.676527)  -0.261
O (3.255198, -4.484588, -0.596536)  -0.359
C (4.407123, -4.198250, -1.401714)  -0.509
H (6.532463, -4.508888, -1.001659)  0.335
H (5.749351, -3.270004, -0.001895)  0.237
H (5.328575, -6.273667, 0.149536)  0.265
H (5.715338, -5.182197, 1.493247)  0.320
H (3.511360, -4.191186, 1.419238)  0.181
H (3.122173, -5.861455, 0.951431)  0.241
H (4.471701, -4.968456, -2.178016)  0.280
H (4.286507, -3.224841, -1.885053)  0.276
C (2.827354, 0.291665, 6.907269)  -0.695
C (2.592336, 0.424059, 5.424713)  -0.433
C (1.081472, 0.418226, 5.341672)  0.090
O (0.595543, 1.000367, 6.559091)  -0.434
C (1.688280, 1.104776, 7.482269)  -0.465
H (3.809520, 0.646192, 7.229980)  0.343
H (2.725661, -0.758207, 7.206874)  0.290
H (2.982169, 1.386188, 5.071986)  0.234
H (3.055212, -0.369989, 4.833319)  0.454
H (0.690684, -0.602992, 5.280329)  0.135
H (0.706462, 0.987323, 4.486126)  -0.095
H (1.957777, 2.163549, 7.562295)  0.264
H (1.374031, 0.749227, 8.467421)  0.303
C (-0.345183, 6.069882, -4.771763)  -0.535
C (-0.774103, 5.053529, -3.745222)  -0.472
C (-2.253694, 5.341628, -3.613122)  -0.203
O (-2.697677, 5.830828, -4.886184)  -0.401
C (-1.545752, 6.117167, -5.691362)  -0.418
H (0.579588, 5.806529, -5.291308)  0.333
H (-0.203524, 7.045412, -4.291544)  0.267
H (-0.624300, 4.041750, -4.140113)  0.252
H (-0.237536, 5.133220, -2.796402)  0.342
H (-2.441515, 6.124231, -2.870411)  0.287
H (-2.830702, 4.453961, -3.338218)  -0.019
H (-1.481174, 5.346961, -6.467665)  0.266
H (-1.666368, 7.090577, -6.174702)  0.268

Atoms 1-6, force components in eV/Å:
-5.957 -2.926 5.450
3.422 1.234 -4.520
0.936 0.593 0.155
-0.435 0.709 -1.486
2.459 -0.645 1.819
-1.856 0.565 0.044

=====

# 2
3 unconnected molecules or ions with the total composition C27H54I2N2O9P2. Source: the Open Molecules 2025 dataset; level of theory: ωB97M-V with the def2-TZVPD basis set.

HOMO-LUMO gap = 7.873 eV
E_LUMO = -0.3 eV
M = 866.49 g/mol
energy above the lowest of the compared OMol25 structures with the same formula, charge and spin = 0.000 eV
2S+1 = 1
HOMO = -8.2 eV

Last column: Mulliken charge in e.
Positions of all 96 atoms, in Å:
C (3.201750, 1.748298, 4.785002)  -0.794
C (2.641572, 1.400982, 3.634941)  -0.356
C (2.195976, -0.005303, 3.354248)  -1.006
C (0.664356, -0.251197, 3.288939)  0.499
P (-0.171605, 1.305403, 4.035764)  0.358
O (-0.192887, 2.405831, 3.047614)  -0.689
O (0.210891, -0.088932, 1.919785)  -0.114
C (-0.676184, -1.048295, 1.511337)  -0.989
O (-1.092580, -1.058693, 0.395532)  -0.559
C (-1.048691, -1.929504, 2.681821)  2.843
C (-2.297398, -1.179725, 3.283713)  -1.410
C (-3.687685, -1.433648, 2.661386)  -0.530
C (-4.630345, -0.265646, 3.032570)  -0.600
C (-5.270672, -0.457767, 4.408376)  -1.209
P (-1.798944, -3.609684, 2.170923)  0.019
O (-0.676038, -4.281297, 1.200693)  -0.459
O (-1.653964, -4.508535, 3.537951)  -0.502
C (0.280843, -1.783266, 3.525178)  2.558
C (1.356012, -2.490900, 2.608160)  -2.958
C (0.420997, -2.496468, 4.895756)  -1.255
I (1.229189, -4.469784, 4.955575)  0.062
C (0.074049, -1.994547, 6.086361)  0.020
C (-0.528195, -0.630831, 6.308442)  -1.017
I (0.298788, -2.978419, 7.928438)  0.086
H (3.629151, 0.983685, 5.428540)  0.302
H (3.233338, 2.774407, 5.128203)  0.321
H (2.496529, 2.161959, 2.875941)  0.373
H (2.590473, -0.660067, 4.137310)  0.291
H (2.603663, -0.319294, 2.393689)  0.296
H (-1.469373, 0.995557, 4.452562)  0.022
H (0.484143, 1.609854, 5.231947)  0.144
H (-2.134277, -0.121304, 3.096317)  -0.171
H (-2.367983, -1.385288, 4.354191)  0.517
H (-3.627694, -1.482233, 1.575205)  0.457
H (-4.150759, -2.331307, 3.074773)  0.445
H (-5.436528, -0.282897, 2.293868)  0.379
H (-4.114599, 0.694127, 2.952230)  0.335
H (-5.830739, -1.396794, 4.405270)  0.310
H (-4.506456, -0.568733, 5.183824)  0.246
H (-5.950659, 0.351402, 4.669240)  0.378
H (-0.339004, -5.134623, 1.504054)  0.312
H (-2.214466, -4.147213, 4.236471)  0.342
H (1.548766, -1.925855, 1.699523)  0.540
H (1.007889, -3.457563, 2.281786)  0.620
H (2.309583, -2.591260, 3.117423)  0.658
H (0.256276, 0.125926, 6.238860)  0.130
H (-0.918880, -0.536576, 7.318337)  0.738
H (-1.349314, -0.414797, 5.630876)  0.046
C (-2.864749, 3.560942, -5.922303)  -0.656
O (-3.630672, 3.597714, -4.736097)  -0.351
C (-4.218658, 2.352435, -4.379963)  -0.810
C (-3.622833, 1.824372, -3.093803)  -0.273
N (-2.238259, 1.423815, -3.290057)  -0.165
C (-1.520970, 1.097193, -2.059204)  -0.418
C (-1.272903, 2.220992, -1.062775)  -0.238
O (-0.391039, 3.222104, -1.544391)  -0.430
C (-0.991344, 4.272079, -2.274035)  -0.605
H (-2.544510, 4.580186, -6.131515)  0.246
H (-1.976570, 2.927742, -5.819980)  0.246
H (-3.458826, 3.199510, -6.768093)  0.346
H (-4.101278, 1.622393, -5.186478)  0.407
H (-5.288997, 2.524118, -4.231497)  0.402
H (-4.200445, 0.955352, -2.763503)  0.388
H (-3.731370, 2.609590, -2.331450)  0.213
H (-1.750739, 2.175985, -3.761132)  0.085
H (-0.544661, 0.701819, -2.349868)  -0.076
H (-2.046706, 0.284538, -1.552748)  0.482
H (-0.779168, 1.782490, -0.192019)  0.000
H (-2.203891, 2.672696, -0.697598)  0.346
H (-2.007116, 4.477179, -1.923522)  0.312
H (-1.022493, 4.065529, -3.348649)  0.168
H (-0.383679, 5.165096, -2.124529)  0.309
C (6.433022, -1.786918, -4.883007)  -0.729
O (5.121479, -2.309809, -4.900725)  -0.351
C (4.607456, -2.645303, -3.617458)  -0.826
C (3.442157, -1.752412, -3.253795)  -0.106
N (3.886059, -0.386096, -3.017247)  -0.329
C (2.803116, 0.581668, -2.865028)  -0.418
C (1.907502, 0.843118, -4.069277)  -0.146
O (2.563486, 1.479739, -5.151314)  -0.466
C (3.203079, 0.617403, -6.070187)  -0.599
H (6.741353, -1.653143, -5.918488)  0.244
H (6.483371, -0.818546, -4.373022)  0.310
H (7.130010, -2.477010, -4.396380)  0.347
H (5.391929, -2.584856, -2.856961)  0.411
H (4.258799, -3.681249, -3.662950)  0.390
H (2.970364, -2.134902, -2.343326)  0.300
H (2.705725, -1.821877, -4.066882)  0.189
H (4.472760, -0.098281, -3.790506)  0.140
H (3.254430, 1.534304, -2.578256)  0.402
H (2.171514, 0.267025, -2.027478)  0.025
H (1.131461, 1.538140, -3.737561)  0.131
H (1.393565, -0.063222, -4.412942)  0.342
H (2.682357, -0.340912, -6.153960)  0.285
H (4.247766, 0.430613, -5.802868)  0.206
H (3.190799, 1.107470, -7.044118)  0.290

Atoms 1-6, force components in eV/Å:
0.097 -0.196 0.206
0.020 0.193 -0.062
0.360 -0.050 -0.272
-0.603 0.214 0.291
-0.191 0.574 -0.519
0.175 -0.091 0.046